DFT (the ωB97M-V functional and the def2-TZVPD basis) results for a single C31H32F3N5O2 molecule.

Summary:
- HOMO-LUMO gap (Ha) = 0.2265
- LUMO energy (Eh) = -0.020
- calculated total energy (eV) = -52337.909
- molar mass (g/mol) = 563.62
- SMILES = CCN1CCN(Cc2ccc(NC(=O)c3ccc(C)c(NC(=O)c4cccc5[nH]ccc45)c3)cc2C(F)(F)F)CC1

Each line ends with the natural charge from an NBO analysis.
Geometry (Å):
C: 0.315 6.399 0.023  -0.586
H: 1.001 6.191 0.752  0.210
H: 0.796 7.008 -0.766  0.184
H: -0.625 6.778 0.301  0.193
C: 0.045 5.138 -0.958  -0.180
N: -0.290 4.152 0.220  -0.503
C: -1.763 4.191 0.678  -0.225
C: -2.449 3.451 -0.644  -0.205
N: -2.028 2.137 -0.983  -0.491
C: -0.730 2.071 -1.287  -0.236
C: 0.396 2.729 -0.097  -0.237
H: 1.388 2.830 -0.572  0.229
H: 0.028 2.155 0.571  0.174
H: -0.297 1.024 -1.398  0.233
H: -0.555 2.684 -2.315  0.183
C: -2.488 1.144 0.182  -0.229
C: -2.690 -0.282 -0.578  0.017
C: -2.729 -0.368 -1.888  -0.202
C: -2.597 -1.781 -2.611  -0.117
C: -2.554 -2.803 -1.687  0.042
C: -2.487 -2.666 -0.512  -0.119
C: -2.402 -1.384 0.364  -0.145
C: -2.234 -1.450 1.754  0.957
F: -3.167 -0.537 2.464  -0.380
F: -2.276 -2.654 2.076  -0.279
F: -1.084 -1.111 2.036  -0.288
H: -2.674 -3.563 0.120  0.235
N: -2.344 -4.144 -2.428  -0.531
C: -1.734 -5.042 -2.008  0.581
O: -1.869 -6.206 -2.641  -0.709
C: -0.574 -4.915 -1.056  -0.036
C: 0.092 -3.667 -1.174  -0.156
C: 0.952 -3.454 0.026  0.137
C: 0.993 -4.276 0.990  -0.015
C: 0.331 -5.472 0.989  -0.183
C: -0.345 -5.897 0.069  -0.226
H: -1.027 -6.740 -0.190  0.263
H: 0.456 -6.252 2.055  0.196
C: 2.060 -4.044 2.224  -0.580
H: 1.811 -3.094 2.884  0.202
H: 2.901 -3.939 1.972  0.156
H: 2.062 -4.781 3.145  0.225
N: 1.604 -2.097 0.062  -0.607
C: 1.321 -1.007 -0.749  0.635
O: 0.746 -0.915 -1.687  -0.548
C: 2.281 -0.117 -0.441  -0.120
C: 2.864 0.652 -1.422  -0.152
C: 3.708 1.661 -1.197  -0.244
C: 4.274 2.108 0.033  -0.246
C: 3.602 1.608 1.228  0.174
N: 3.622 1.687 2.458  -0.513
C: 2.775 0.819 3.080  -0.029
C: 2.171 -0.157 2.107  -0.343
C: 2.503 0.382 0.988  -0.055
H: 1.267 -0.803 2.490  0.264
H: 2.620 0.804 4.408  0.225
H: 4.075 2.489 2.864  0.421
H: 4.860 3.046 0.364  0.223
H: 4.437 2.185 -1.968  0.222
H: 2.649 0.262 -2.180  0.184
H: 2.252 -2.154 0.665  0.380
H: -0.068 -3.054 -1.783  0.182
H: -3.009 -4.231 -3.360  0.438
H: -2.782 -1.567 -3.537  0.215
H: -2.850 0.495 -2.535  0.244
H: -3.518 1.291 0.480  0.228
H: -1.849 1.056 0.935  0.185
H: -3.490 3.314 -0.048  0.184
H: -2.529 4.193 -1.386  0.200
H: -2.020 5.018 1.136  0.194
H: -1.652 3.411 1.618  0.174
H: 1.060 4.755 -1.125  0.192
H: -0.537 5.306 -1.601  0.137